[1]
17
Properties=species:S:1:pos:R:3:forces:R:3:mulliken_spin:R:1 method="wB97M-V/def2-TZVPD" e_homo_ev="-9.96 / -9.99" energy_ha=-326.37749 spin_multiplicity=2 lumo_ev="1.0 / -1.3" largest_force_ev_per_a=2.59
C 1.5700 1.2618 -1.7412 -0.502 0.685 0.467 -0.012
O 1.7707 2.6220 -1.7654 -0.211 -0.032 -0.039 0.889
C 0.2008 1.0142 -1.0568 -0.022 0.832 2.240 0.077
C 0.1225 -0.3551 -0.3394 -1.370 -0.688 -2.092 0.012
C -1.1221 -0.4953 0.5980 0.713 0.539 -0.034 0.000
C -0.8964 -1.7872 2.4951 -0.146 0.428 -0.805 0.001
N -1.2389 -1.8024 1.2687 0.098 0.618 0.782 0.001
H 1.4638 0.9159 -2.7763 0.491 -0.453 0.155 0.029
H 2.3194 0.8023 -1.0910 0.246 -0.439 -0.537 -0.001
H -0.5938 1.2898 -1.7346 -0.350 -0.479 -0.229 0.000
H 0.0785 1.7167 -0.1970 0.386 0.111 -0.725 0.003
H 1.1003 -0.5735 0.1020 -0.445 0.012 0.449 0.000
H -0.0267 -1.0821 -1.1638 0.289 -0.148 0.554 0.001
H -2.0908 -0.3726 0.0923 0.546 0.002 -0.474 0.000
H -1.1077 0.3614 1.3079 0.197 -0.513 0.072 0.000
H -0.3720 -0.8720 2.8752 -0.575 -0.818 0.375 0.000
H -1.1778 -2.6439 3.1264 0.657 0.342 -0.159 0.000



[2]
53
Properties=species:S:1:pos:R:3:forces:R:3:nbo_charge:R:1 method="wB97M-V/def2-TZVPD" e_homo_ev="-6.57 / -6.56" energy_ha=-3309.28057 lumo_ev="0.5 / 0.5" largest_force_ev_per_a=0.94
Fe -0.1784 0.3445 -0.2709 -0.928 -0.092 0.105 0.970
C -0.2444 -0.9923 2.2074 -0.027 -0.014 0.109 -0.229
C -1.4382 -1.6657 1.5372 -0.112 -0.006 -0.001 -0.231
N -1.5328 -1.2842 0.1223 0.434 -0.119 -0.091 -0.651
C -2.8435 -0.9013 -0.3729 -0.004 0.012 -0.145 -0.218
C -3.2054 0.4708 0.1800 -0.062 -0.023 -0.038 -0.233
N -2.0631 1.3862 0.0418 0.240 -0.116 -0.077 -0.623
C -1.7747 2.1789 1.2348 -0.010 0.161 0.101 -0.221
C -1.1614 1.3054 2.3239 -0.006 0.006 0.025 -0.236
N -0.1338 0.4082 1.7702 0.255 0.001 0.032 -0.609
H -0.3278 -1.0756 3.2989 -0.027 -0.015 -0.019 0.181
H 0.6678 -1.4877 1.8871 0.040 -0.003 0.012 0.238
H -1.3423 -2.7474 1.6589 -0.024 -0.004 -0.030 0.214
H -2.3670 -1.3827 2.0394 -0.005 0.025 -0.014 0.183
H -1.0546 -1.9579 -0.4666 -0.065 -0.058 0.015 0.435
H -2.7647 -0.8326 -1.4595 0.011 -0.044 0.000 0.215
H -3.6335 -1.6261 -0.1385 -0.006 0.003 0.039 0.183
H -4.1023 0.8516 -0.3160 0.024 0.032 -0.011 0.203
H -3.4568 0.3873 1.2384 0.016 0.026 0.021 0.189
H -2.1449 1.9808 -0.7729 -0.095 0.024 0.055 0.396
H -1.0557 2.9404 0.9423 0.011 0.020 0.025 0.229
H -2.6593 2.6866 1.6424 -0.042 -0.025 -0.061 0.181
H -0.7473 1.9633 3.0915 0.020 -0.068 0.055 0.208
H -1.9215 0.6956 2.8166 -0.059 0.042 -0.029 0.188
H 0.7949 0.7348 2.0134 0.051 0.039 -0.192 0.410
N 0.7231 0.9803 -4.1936 -0.014 0.032 0.012 -0.796
C 0.5941 0.9751 -2.8539 0.176 -0.148 0.194 0.707
O -0.2053 0.1985 -2.3107 -0.225 0.234 -0.112 -0.653
C 1.4412 1.9007 -2.0165 -0.150 -0.117 -0.086 -0.518
C 0.6763 2.1569 -0.7176 0.356 -0.297 0.013 -0.791
H 0.2367 0.2833 -4.7315 0.009 -0.004 0.003 0.405
H 1.4215 1.5469 -4.6378 0.009 -0.003 0.011 0.400
H 1.7347 2.7802 -2.6056 -0.006 -0.014 -0.040 0.188
H 2.3602 1.3460 -1.7891 -0.035 -0.020 -0.029 0.242
H -0.1111 2.8980 -0.9385 0.025 0.062 0.013 0.139
H 1.3526 2.6235 0.0093 -0.028 0.021 0.000 0.179
Cl 1.4707 -4.2925 -1.3858 -0.002 0.010 0.001 -0.029
C 2.6458 -3.1650 -0.7664 -0.064 0.054 0.017 -0.163
C 3.9794 -3.5681 -0.6979 0.074 0.007 0.005 -0.210
C 4.9388 -2.7226 -0.2172 -0.007 -0.024 0.000 -0.079
Cl 6.6003 -3.2559 -0.1585 0.003 -0.010 -0.001 -0.032
C 4.5918 -1.4315 0.2386 -0.118 0.024 -0.024 -0.102
C 5.5200 -0.5089 0.7707 0.063 -0.027 -0.009 -0.150
C 5.0958 0.7134 1.2000 -0.030 0.043 -0.001 -0.264
C 3.7248 1.0206 1.1053 0.001 -0.010 -0.016 0.032
N 2.8327 0.1945 0.6229 -0.029 -0.207 0.031 -0.430
C 3.2314 -1.0238 0.1736 0.011 -0.025 0.020 0.072
C 2.1936 -1.8987 -0.3709 0.225 0.060 0.034 0.439
O 0.9757 -1.5429 -0.4608 0.123 0.561 0.072 -0.818
H 4.2500 -4.5596 -1.0346 -0.003 -0.001 -0.002 0.234
H 6.5631 -0.7883 0.8306 -0.002 -0.002 0.001 0.228
H 5.7895 1.4347 1.6110 -0.009 0.008 -0.007 0.216
H 3.3573 1.9891 1.4364 0.020 -0.009 0.018 0.182



[3]
72
Properties=species:S:1:pos:R:3:forces:R:3:mulliken_charge:R:1 method="wB97M-V/def2-TZVPD" e_homo_ev=-11.60 total_charge=+1 energy_ha=-1481.18136 lumo_ev=-6.1 largest_force_ev_per_a=1.55
C 0.5062 1.0042 -3.2435 -0.144 -0.066 0.014 -1.389
C 0.1554 -0.1716 -2.3380 0.151 -0.077 0.122 -0.381
C 1.3083 -0.5662 -1.4095 0.116 0.059 -0.073 -0.619
C 0.9632 -1.7126 -0.4333 -0.043 -0.271 0.170 -0.551
Si 0.9440 -1.2442 1.3947 0.811 0.549 -0.408 -0.706
C 2.6992 -0.6975 1.8430 -0.195 -0.080 0.202 -0.239
C 3.8239 -1.7098 1.5447 0.161 -0.071 0.139 -0.662
C 4.8928 -1.2399 0.5417 -0.151 -0.209 0.031 -0.465
C 5.7045 -0.0259 0.9849 -0.018 -0.056 -0.031 -1.173
C -0.2382 0.2047 1.6726 -0.202 -0.158 -0.104 -0.691
C 0.3599 1.5485 2.1525 0.019 0.205 -0.055 -0.508
C -0.0361 1.9280 3.5833 -0.006 -0.057 -0.186 -0.413
C 0.6701 3.1841 4.0854 -0.083 -0.112 0.064 -1.338
C 0.4587 -2.7666 2.4058 0.456 0.291 0.007 -0.641
C -0.8782 -3.3402 2.0236 -0.252 -0.861 0.581 0.021
C -1.2990 -4.5133 2.5366 0.086 0.939 -0.369 -1.339
H -0.3269 1.2287 -3.9128 0.081 0.053 0.001 0.397
H 0.7210 1.9041 -2.6603 0.026 -0.077 -0.051 0.328
H 1.3794 0.7732 -3.8597 -0.034 0.056 0.056 0.321
H -0.7361 0.0659 -1.7418 0.103 -0.037 -0.064 0.282
H -0.0973 -1.0429 -2.9547 -0.071 0.062 0.073 0.351
H 2.1600 -0.8769 -2.0359 -0.186 0.158 0.149 0.442
H 1.6551 0.3319 -0.8697 -0.111 -0.182 -0.081 0.167
H -0.0175 -2.1549 -0.6670 0.148 0.047 -0.185 0.563
H 1.7019 -2.5224 -0.5388 -0.206 0.043 0.006 0.332
H 2.8968 0.2601 1.3414 -0.019 -0.188 0.097 0.198
H 2.6774 -0.4796 2.9222 0.074 0.170 -0.204 0.446
H 4.3277 -1.9487 2.4928 -0.047 -0.078 -0.232 0.429
H 3.4012 -2.6562 1.1718 0.138 0.108 0.074 0.205
H 5.5802 -2.0802 0.3795 -0.083 0.113 -0.049 0.416
H 4.4176 -1.0382 -0.4275 0.020 0.020 0.097 0.082
H 6.4583 0.2196 0.2318 -0.081 0.019 0.079 0.386
H 5.0773 0.8578 1.1269 0.051 -0.057 0.024 0.287
H 6.2315 -0.2278 1.9224 -0.085 0.031 -0.040 0.291
H -0.7539 0.3675 0.7133 0.000 -0.112 0.249 0.334
H -1.0036 -0.1495 2.3792 -0.032 0.226 -0.100 0.587
H 1.4561 1.5479 2.0720 -0.264 0.041 0.056 0.115
H 0.0104 2.3513 1.4841 0.146 -0.174 0.158 0.427
H -1.1207 2.0922 3.6013 0.089 -0.101 0.077 0.327
H 0.1711 1.0875 4.2583 -0.017 0.064 -0.049 0.286
H 0.3072 3.4474 5.0812 0.063 0.054 -0.053 0.392
H 1.7516 3.0345 4.1532 -0.077 0.027 -0.059 0.312
H 0.4782 4.0316 3.4215 0.050 -0.051 0.044 0.312
H 1.2516 -3.5299 2.3075 -0.265 0.196 0.042 0.512
H 0.4711 -2.4600 3.4683 -0.135 -0.152 -0.291 0.500
H -1.5059 -2.7465 1.3423 0.059 -0.414 0.307 0.337
H -2.2845 -4.9235 2.3384 0.038 0.229 0.071 0.475
H -0.6681 -5.0429 3.2510 -0.127 0.014 -0.139 0.325
F 2.7584 -9.5426 0.4077 -1.059 1.090 -0.278 -0.299
C 1.8406 -8.5684 0.0824 0.555 -1.028 0.653 0.151
C 2.1291 -7.7475 -1.0034 -0.883 0.366 0.181 -0.536
C 1.1568 -6.7968 -1.3506 0.190 -0.109 -0.072 -0.585
C -0.0094 -6.6675 -0.6104 -0.349 -0.010 0.448 -0.547
C -0.2842 -7.4779 0.5386 1.130 0.073 -0.501 1.025
C -1.4991 -7.2359 1.2406 -0.398 -1.219 -0.594 -0.386
C -2.2039 -8.0662 2.1603 -0.395 -0.192 0.509 0.897
C -3.5620 -7.7226 2.4622 0.388 0.245 -0.076 -0.377
C -4.2962 -8.4032 3.4192 -0.150 -0.094 0.037 -0.744
C -3.7307 -9.4856 4.1129 0.225 0.491 -0.497 -0.293
C -2.4329 -9.8977 3.7818 0.313 -0.052 -0.166 -0.902
C -1.6919 -9.2307 2.8129 -0.299 0.062 0.110 -0.094
C 0.6924 -8.4702 0.8560 0.127 0.200 -0.369 -0.610
H 3.0554 -7.8534 -1.5597 -0.139 -0.045 0.136 0.494
H 1.3284 -6.1505 -2.2130 -0.106 -0.202 0.287 0.427
H -0.7743 -5.9539 -0.9177 0.317 -0.004 0.102 0.358
H -2.0406 -6.3552 0.8982 0.076 -0.236 0.026 0.574
H -4.0177 -6.9124 1.8876 0.091 -0.115 0.367 0.393
H -5.3210 -8.0956 3.6375 0.349 -0.109 -0.126 0.381
H -4.2992 -10.0095 4.8812 0.157 0.150 -0.217 0.414
H -1.9917 -10.7603 4.2870 -0.172 0.287 -0.222 0.403
H -0.7236 -9.6256 2.5369 -0.361 0.039 0.399 0.213
H 0.5619 -9.1575 1.6818 0.442 0.277 -0.301 0.574



[4]
30
Properties=species:S:1:pos:R:3:forces:R:3:nbo_charge:R:1 method="wB97M-V/def2-TZVPD" e_homo_ev=-9.38 energy_ha=-1030.74255 lumo_ev=0.5 largest_force_ev_per_a=5.44
C 1.1839 0.3790 2.0782 1.650 -3.089 0.606 -0.617
C -1.2016 2.4735 0.1116 3.110 -1.598 1.625 -0.617
C 1.3894 -2.7405 -0.4957 -1.617 -0.607 1.519 -0.708
C -2.1970 -1.6450 -0.0717 -1.026 -3.293 -4.208 -0.275
C 1.5906 0.6742 0.6600 -1.748 1.930 -1.032 -0.225
C -0.0527 1.9964 -0.7905 0.872 1.070 -1.587 -0.245
C -0.1325 -2.8549 -0.4433 1.956 -1.873 -0.244 0.810
N 0.5466 0.6918 -0.4631 1.233 2.531 0.646 -0.639
O 2.1012 1.6232 -2.9930 -1.250 -1.482 0.787 -0.892
O 0.3545 -0.2004 -3.0182 0.576 0.650 -0.273 -0.917
O -0.5994 -3.9495 -0.3173 -1.142 -0.416 0.268 -0.601
O -0.7939 -1.7339 -0.5251 -1.975 1.224 1.093 -0.528
S 1.6013 0.3300 -2.4940 0.624 0.292 -0.690 1.646
H 0.4743 0.9814 2.5167 -1.664 1.722 0.622 0.208
H 0.7468 -0.7002 2.1830 1.026 1.725 -0.184 0.203
H 2.1195 0.4831 2.7404 -1.315 -0.461 -0.952 0.225
H -0.9648 2.4466 1.2124 0.207 0.647 -1.090 0.200
H -1.4360 3.3879 -0.2736 -1.014 2.748 -0.370 0.220
H -2.0132 1.8423 0.0644 -2.009 -1.516 -0.585 0.197
H 1.7007 -1.8457 -0.9106 0.786 1.375 -1.713 0.216
H 1.6537 -2.5426 0.5498 0.194 -0.707 0.155 0.227
H 1.7717 -3.6923 -0.8730 0.219 0.575 0.083 0.251
H -2.7174 -1.1640 -0.9176 0.213 -0.343 0.104 0.200
H -2.3098 -0.9840 0.6717 0.282 2.128 3.250 0.181
H -2.7907 -2.6233 0.1173 1.774 1.394 -0.205 0.231
H 2.3112 -0.0240 0.3752 1.209 -1.292 -0.569 0.195
H 2.1022 1.6688 0.5788 -0.564 -0.727 0.116 0.209
H 0.7544 2.8164 -0.9613 -1.160 -1.428 0.764 0.212
H -0.4369 1.8638 -1.8654 0.135 0.213 1.453 0.216
H -0.2701 0.1149 -0.4814 0.420 -1.391 0.611 0.416